1.
Below is 6 unconnected molecules or ions with the total composition C24H63N3O10, with properties calculated with ωB97M-V/def2-TZVPD.

- calculated total energy (a.u.) = -1868.544856
- SMILES string = COCCNCCOC.COCCNCCOC.COCCNCCOC.OCCO.CCO.CCO
- HOMO energy (eV) = -8.87
- ΔE to the lowest compared entry with this formula, charge and spin (eV) = 0.071
- orbital gap (eV) = 9.35

ORCA input file:
```
! RIJCOSX wB97M-V def2-TZVPD def2/J DEFGRID3
* xyz 0 1
C 2.6762 3.5290 0.8401
O 1.2761 3.3136 0.8081
C 0.6097 3.2089 -0.4384
C 1.1963 2.2020 -1.4742
N 0.3130 2.2028 -2.5988
C -0.5992 1.1191 -2.5583
C -1.6920 1.1742 -3.6052
O -2.4234 0.1534 -3.6946
C -3.4033 0.2417 -4.7351
H 2.9451 4.3799 0.2854
H 3.1425 2.7284 0.2762
H 3.1096 3.5508 1.8663
H 0.5936 4.1932 -0.9008
H -0.4089 2.9065 -0.3077
H 1.2839 1.1975 -1.0075
H 2.2209 2.4150 -1.7675
H 0.7342 2.3827 -3.4609
H -1.0831 1.0481 -1.6164
H -0.0240 0.1859 -2.6788
H -1.2442 1.2879 -4.6105
H -2.2261 2.1297 -3.3825
H -3.0737 0.0711 -5.7352
H -3.8141 1.2620 -4.8108
H -4.3044 -0.3463 -4.5200
C -0.3927 0.8406 1.8434
O -1.2305 -0.2205 2.2488
C -2.4914 0.2989 2.7595
C -3.5989 -0.6418 3.0897
N -4.4471 -0.0285 4.1111
C -5.4971 -0.9975 4.4860
C -6.5356 -0.2277 5.2681
O -7.5491 -0.8120 5.6436
C -8.6103 -0.7515 4.7073
H -0.8013 1.3413 0.9348
H 0.6190 0.4672 1.5964
H -0.3338 1.5878 2.5767
H -2.8642 0.9502 1.9541
H -2.1930 0.9121 3.6428
H -3.2166 -1.5831 3.4003
H -4.2132 -0.9160 2.2130
H -4.8940 0.7912 3.6456
H -5.1122 -1.8822 5.0114
H -5.9539 -1.3913 3.6168
H -6.6599 0.6695 4.7203
H -6.0792 0.0557 6.2317
H -8.7607 0.2426 4.2698
H -9.5772 -1.0400 5.1308
H -8.4343 -1.4100 3.8600
C 1.1861 -0.4696 -5.7457
O 2.5235 -0.4977 -5.3128
C 2.6980 -0.0107 -3.9859
C 4.0350 -0.4285 -3.4954
N 4.4300 0.0842 -2.1845
C 5.7465 -0.4085 -1.7396
C 6.1189 0.1660 -0.3774
O 6.9066 -0.3767 0.3742
C 6.4184 -1.5383 0.9766
H 0.5723 -1.1412 -5.0997
H 1.0496 -0.7320 -6.7849
H 0.8150 0.5297 -5.6202
H 1.9059 -0.2765 -3.2950
H 2.6058 1.0705 -4.0511
H 4.7862 -0.1492 -4.3006
H 4.0728 -1.4873 -3.4951
H 4.4524 1.0930 -2.1184
H 6.5396 -0.1842 -2.4200
H 5.6787 -1.5322 -1.6218
H 5.2271 0.4185 0.1945
H 6.5690 1.1221 -0.5112
H 7.1922 -1.9221 1.6936
H 6.0730 -2.3362 0.3225
H 5.4878 -1.3848 1.5056
C 2.9479 -1.7447 4.4765
C 2.2753 -1.1625 3.3256
O 3.1846 -0.2541 2.6617
H 2.2202 -2.1568 5.1565
H 3.4776 -0.9586 4.9456
H 3.6593 -2.5509 4.1546
H 1.3840 -0.6177 3.5797
H 1.9642 -1.9052 2.5491
H 2.8491 -0.1889 1.7393
C -3.9247 -0.1987 -0.7683
C -2.7347 -0.9553 -0.4324
O -2.2900 -1.7437 -1.5345
H -4.7539 -0.7992 -1.1159
H -3.7989 0.5936 -1.4774
H -4.2801 0.4231 0.0367
H -2.8172 -1.6092 0.3845
H -1.9386 -0.3421 -0.0850
H -2.1700 -1.0746 -2.2109
C 0.7145 -1.5568 -0.3332
C 2.1824 -1.4868 -0.5170
O 2.8440 -0.3523 -0.0004
O 0.2991 -2.7158 -1.0656
H 0.2076 -0.6833 -0.6339
H 0.5756 -1.7549 0.6714
H 2.4254 -1.4418 -1.5930
H 2.6823 -2.3782 -0.1601
H 3.4127 -0.0236 -0.7335
H -0.6658 -2.7610 -1.0629
*
```



2.
Below is 2 unconnected molecules or ions with the total composition C2H7OS, with properties calculated with ωB97M-V/def2-TZVPD.

- calculated total energy (a.u.) = -553.782035
- HOMO energy (eV) = -1.49
- ΔE to the lowest compared entry with this formula, charge and spin (eV) = 2.229
- orbital gap (eV) = 5.65

ORCA input file:
```
! RIJCOSX wB97M-V def2-TZVPD def2/J DEFGRID3
* xyz -1 1
O -0.1046 1.8047 -2.6178
H 0.0103 1.9057 -1.6558
C 0.4947 0.9253 0.9645
S -0.4035 -0.3994 0.3649
C 0.2363 -2.0236 1.0265
H 0.1043 1.4542 1.8261
H 1.5394 1.0037 0.7168
H 0.7779 1.6924 -2.9755
H 1.3163 -1.9556 1.0902
H 0.0259 -2.7146 0.2132
H -0.2344 -2.3583 1.9485
*
```



3.
Below is C19H16BrN5OS2 in the gas phase, with properties calculated with ωB97M-V/def2-TZVPD.

- calculated total energy (a.u.) = -4452.972726
- SMILES string = Cc1ccc(Sc2cnc(Nc3cccc(Br)n3)s2)cc1C(=O)N(C)CC#N
- HOMO energy (eV) = -8.48
- orbital gap (eV) = 8.56

ORCA input file:
```
! RIJCOSX wB97M-V def2-TZVPD def2/J DEFGRID3
* xyz 0 1
N -0.3759 -0.7280 -4.9886
O 0.0454 -4.4611 -0.9293
Br 3.2361 7.6077 1.0787
C -0.4298 -1.0610 -3.8638
N 0.8954 2.4195 4.9322
N 1.4452 5.8808 2.5577
S -0.8898 1.8933 3.0059
S -0.3599 -1.1281 3.5855
C 0.1079 -3.2618 -1.1237
C 0.0799 3.0300 4.0325
C 0.7454 1.0571 4.8486
C -0.0849 0.6115 3.8675
C 1.6108 6.4951 1.3986
C 0.3162 5.1212 2.7013
C 0.6512 6.4903 0.3812
C -0.7563 5.1413 1.8124
C -0.6095 5.8542 0.5718
C 1.9468 -0.9241 2.0858
C 0.0221 -2.0367 1.1067
C 2.6961 -1.1891 0.9091
C 0.6381 -1.4703 2.1747
C 0.7737 -2.3683 -0.0700
C 2.1640 -1.9827 -0.1685
N 0.3126 4.4053 3.8953
N -0.7164 -2.6714 -2.0553
C 3.0739 -2.5615 -1.2655
C -1.4833 -3.5836 -2.8610
C -0.4962 -1.2658 -2.4103
H 1.2656 0.2717 5.4026
H 0.9452 6.9448 -0.5645
H -1.6862 4.6331 2.0358
H -1.3243 5.8332 -0.2669
H 2.3590 -0.3376 2.8887
H -1.0772 -2.2540 1.2063
H 3.6244 -0.7164 0.9066
H 1.1410 4.6945 4.5076
H 3.1200 -3.6319 -1.1209
H 4.0398 -2.1572 -1.3428
H 2.5851 -2.3547 -2.2011
H -2.3584 -4.1091 -2.2652
H -0.8626 -4.2933 -3.2276
H -1.9672 -3.1482 -3.7472
H 0.4077 -0.7298 -1.9103
H -1.4867 -0.6751 -2.2267
*
```



4.
Below is 2 unconnected molecules or ions with the total composition C6H6N3O3, with properties calculated with ωB97M-V/def2-TZVPD.

- calculated total energy (a.u.) = -622.047819
- HOMO energy (alpha / beta) (eV) = -4.08 / -4.11
- ΔE to the lowest compared entry with this formula, charge and spin (eV) = 0.000
- orbital gap (alpha / beta) (eV) = 7.79 / 7.65

ORCA input file:
```
! RIJCOSX wB97M-V def2-TZVPD def2/J DEFGRID3
* xyz -1 3
C -2.5530 -0.3804 0.4711
C -2.0153 0.8362 0.8403
C -1.8331 -1.2244 -0.4412
C -0.7346 1.1878 0.4254
C -0.4911 -0.9826 -0.6334
C 0.0949 0.2865 -0.2513
N 2.8928 -1.7817 0.1531
N 1.4102 0.4735 -0.5090
N 2.0834 1.5485 -0.4180
O 1.8164 -2.2404 0.4847
O 1.6674 2.7279 -0.3180
O 3.3149 1.3154 -0.4917
H -3.4898 -0.6887 0.8600
H -2.6333 1.4622 1.4019
H -2.2453 -2.1280 -0.8869
H -0.3484 2.0433 0.7771
H 0.0986 -1.7135 -1.2136
H 2.9653 -0.7416 -0.2505
*
```



5.
Below is a molecular structure, C5H14NO2P, with properties calculated with ωB97M-V/def2-TZVPD.

- calculated total energy (a.u.) = -745.423139
- HOMO energy (eV) = -8.78
- ΔE to the lowest compared entry with this formula, charge and spin (eV) = 2.038
- orbital gap (eV) = 9.48

ORCA input file:
```
! RIJCOSX wB97M-V def2-TZVPD def2/J DEFGRID3
* xyz 0 1
C 0.8235 0.2321 -2.3200
C -0.3666 -1.6709 -1.0214
C -0.6869 0.7329 -0.3021
C 0.2375 -0.2515 -0.9863
C 0.9087 0.7658 1.8651
N 1.2477 0.0470 2.8893
O -1.4002 1.5611 2.4198
O -1.0409 -1.1089 2.0689
P -1.2834 0.2303 1.4675
H 0.1825 0.3157 -3.1546
H 1.1288 1.2950 -2.1908
H 1.7097 -0.3633 -2.5404
H -1.0724 -1.8332 -1.8904
H -0.9105 -1.9908 -0.1648
H 0.3348 -2.4426 -1.1537
H -0.4145 1.7638 -0.5666
H -1.6509 0.6517 -0.8116
H 1.0890 -0.3854 -0.2763
H 1.8159 1.2756 1.3654
H 2.1973 0.2384 3.4324
H -2.2551 2.0000 2.6027
H 0.5778 -0.5626 3.2753
H -2.7340 0.1158 0.9502
*
```